Entry 1:
C4H12N2 in the gas phase at a distorted geometry. Source: the OMol25 dataset; level of theory: ωB97M-V with the def2-TZVPD basis set.

Atoms and positions in Å:
C: 2.404 0.527 1.104
N: 1.556 0.066 -0.030
C: 0.294 0.651 -0.349
C: -0.857 -0.405 -0.594
C: -2.105 0.333 -1.105
N: -1.293 -1.165 0.655
H: 3.430 0.007 1.170
H: 2.069 0.055 2.126
H: 2.557 1.615 1.175
H: 1.232 -0.858 0.183
H: 0.264 1.175 -1.306
H: 0.050 1.365 0.439
H: -0.468 -1.202 -1.224
H: -2.104 1.381 -1.202
H: -2.233 -0.142 -2.157
H: -2.907 0.061 -0.387
H: -0.602 -1.835 1.041
H: -1.543 -0.570 1.440

Output
Structure (SMILES): CNC[C@H](C)N
Kohn-Sham gap in eV: 9.63
Energy in a.u.: -269.05008
LUMO in Ha: 0.039

Entry 2:
2 unconnected molecules or ions with the total composition C4H12N2 at a distorted geometry. Source: the OMol25 dataset; level of theory: ωB97M-V with the def2-TZVPD basis set.

Atoms and positions in Å:
C: 2.259 -0.211 1.547
N: 2.044 -0.685 0.400
C: 1.940 0.224 -0.734
H: 2.649 0.816 1.545
H: 2.335 -0.823 2.433
H: 2.967 0.488 -1.073
H: 1.492 -0.256 -1.608
H: 1.410 1.106 -0.364
C: -1.847 0.986 -0.418
C: -2.209 -0.419 0.071
N: -1.148 -1.475 -0.022
H: -1.458 1.647 0.369
H: -2.749 1.416 -0.837
H: -1.075 0.956 -1.222
H: -2.845 -0.828 -0.734
H: -2.670 -0.402 1.055
H: -0.388 -1.081 0.536
H: -0.705 -1.456 -0.944

Output
Structure (SMILES): C=NC.CCN
Kohn-Sham gap in eV: 10.25
Energy in a.u.: -269.04503
LUMO in Ha: 0.035

Entry 3:
2 unconnected molecules or ions with the total composition C4H12N2 at a distorted geometry. Source: the OMol25 dataset; level of theory: ωB97M-V with the def2-TZVPD basis set.

Atoms and positions in Å:
C: 1.639 -0.184 -4.251
N: 2.168 -1.224 -4.822
C: 1.456 -2.430 -5.058
H: 2.310 0.540 -3.902
H: 0.608 0.118 -4.348
H: 0.975 -2.830 -4.189
H: 0.529 -2.444 -5.602
H: 2.041 -3.166 -5.555
C: -0.308 0.416 4.241
N: -0.764 1.485 3.304
C: -2.171 1.780 3.360
H: -1.140 -0.106 4.604
H: 0.283 0.720 5.099
H: 0.282 -0.437 3.810
H: -0.207 2.317 3.330
H: -2.512 2.025 4.323
H: -2.578 2.645 2.756
H: -2.610 0.774 2.899

Output
Structure (SMILES): C=NC.CNC
Kohn-Sham gap in eV: 9.61
Energy in a.u.: -269.00214
LUMO in Ha: 0.038

Entry 4:
A molecular structure, C4H12N2 at a distorted geometry. Source: the OMol25 dataset; level of theory: ωB97M-V with the def2-TZVPD basis set.

Atoms and positions in Å:
C: -1.312 0.036 -0.838
C: 1.387 0.351 0.291
C: -1.234 -1.589 0.855
C: 1.010 1.773 0.590
N: -1.314 -0.197 0.487
N: 0.527 -0.242 -1.233
H: 0.804 0.240 -2.088
H: 0.766 -1.225 -1.324
H: -1.882 -0.647 -1.491
H: -1.524 1.071 -1.106
H: 1.235 -0.337 1.113
H: 2.397 0.257 -0.109
H: -2.011 -2.193 0.359
H: -0.267 -2.035 0.556
H: -1.354 -1.673 1.938
H: 1.765 2.236 1.234
H: 0.960 2.367 -0.325
H: 0.047 1.807 1.092

Output
Kohn-Sham gap in eV: 8.04
Energy in a.u.: -268.97609
LUMO in Ha: 0.034

Entry 5:
2 unconnected molecules or ions with the total composition C4H12N2 at a distorted geometry. Source: the OMol25 dataset; level of theory: ωB97M-V with the def2-TZVPD basis set.

Atoms and positions in Å:
C: 0.431 2.378 0.042
C: 1.542 1.668 -0.110
N: 2.158 0.883 0.844
H: -0.138 2.416 0.973
H: -0.138 2.926 -0.697
H: 1.913 1.559 -1.112
H: 1.917 0.992 1.822
H: 3.115 0.659 0.642
C: -1.954 -1.386 0.437
C: -1.143 -1.096 -0.821
N: 0.199 -1.677 -0.801
H: -1.356 -1.107 1.304
H: -2.810 -0.703 0.524
H: -2.288 -2.416 0.490
H: -1.662 -1.597 -1.644
H: -1.068 -0.054 -1.115
H: 0.927 -1.002 -0.614
H: 0.353 -2.442 -0.164

Output
Structure (SMILES): C=CN.CCN
Kohn-Sham gap in eV: 9.43
Energy in a.u.: -269.07089
LUMO in Ha: 0.038

Entry 6:
2 unconnected molecules or ions with the total composition C4H12N2 at a distorted geometry. Source: the OMol25 dataset; level of theory: ωB97M-V with the def2-TZVPD basis set.

Atoms and positions in Å:
C: -6.285 0.027 0.535
C: -5.482 1.041 0.455
C: -3.936 0.768 0.466
H: -7.193 -0.133 0.000
H: -6.039 -0.491 1.494
H: -5.860 2.058 0.535
H: -3.666 0.691 1.522
H: -3.763 -0.300 0.145
H: -3.349 1.563 -0.063
N: 4.199 0.177 -1.317
C: 5.432 -0.713 -1.083
N: 5.336 -1.275 0.198
H: 3.385 -0.196 -0.595
H: 4.349 1.151 -0.816
H: 5.558 -1.471 -1.843
H: 6.358 -0.186 -1.338
H: 5.866 -2.070 0.756
H: 5.090 -0.640 0.950

Output
Structure (SMILES): C=CC.NCN
Kohn-Sham gap in eV: 9.18
Energy in a.u.: -268.94044
LUMO in Ha: 0.038

Entry 7:
A gas-phase ion, C4H12N2 (charge +3) at a distorted geometry. Source: the OMol25 dataset; level of theory: ωB97M-V with the def2-TZVPD basis set.

Atoms and positions in Å:
C: -0.715 -0.692 1.436
C: 0.258 0.275 0.696
C: 0.683 -0.059 -0.672
C: 0.812 0.743 -1.816
N: 0.600 0.109 -3.151
N: -1.101 -0.111 2.771
H: -1.615 -0.845 0.845
H: -0.262 -1.663 1.647
H: -0.163 1.285 0.750
H: 1.200 0.417 1.280
H: 0.952 -1.111 -0.768
H: 1.413 1.647 -1.903
H: -0.321 0.463 -3.486
H: 1.310 0.419 -3.839
H: 0.529 -0.920 -3.099
H: -0.323 0.392 3.215
H: -1.903 0.531 2.694
H: -1.350 -0.882 3.402

Output
Multiplicity: 2
Kohn-Sham gap (alpha / beta) in eV: 10.17 / 8.49
Energy in a.u.: -267.79031
LUMO (alpha / beta) in Ha: -0.558 / -0.645
Total charge: +3

Entry 8:
2 unconnected molecules or ions with the total composition C4H12N2O at a distorted geometry. Source: the OMol25 dataset; level of theory: ωB97M-V with the def2-TZVPD basis set.

Atoms and positions in Å:
C: 0.556 0.053 2.765
C: -0.103 -0.408 1.481
C: -0.789 0.557 0.521
C: -0.706 0.417 -0.802
N: -1.667 0.965 -1.730
N: -1.781 1.304 1.225
H: 0.809 -0.836 3.420
H: -0.200 0.728 3.229
H: 1.551 0.510 2.741
H: -0.856 -1.193 1.785
H: 0.759 -0.864 0.885
H: 0.113 -0.034 -1.330
H: -2.199 0.297 -2.259
H: -2.127 1.793 -1.314
H: -2.518 1.529 0.571
H: -1.284 1.780 1.957
H: 2.876 -2.893 -2.908
H: 3.654 -1.659 -2.371
O: 3.696 -2.366 -3.034

Output
Multiplicity: 2
Kohn-Sham gap (alpha / beta) in eV: 2.66 / 8.09
Energy in a.u.: -344.25220
LUMO (alpha / beta) in Ha: 0.138 / 0.132
Total charge: -1

Entry 9:
2 unconnected molecules or ions with the total composition C4H12N2O. Source: the OMol25 dataset; level of theory: ωB97M-V with the def2-TZVPD basis set.

Atoms and positions in Å:
C: -0.691 0.868 1.270
C: -1.789 -0.553 -0.060
C: -1.554 -2.013 0.136
N: -0.781 2.089 1.863
O: -1.769 0.149 1.198
H: 0.253 0.561 0.831
H: -1.209 -0.027 -0.818
H: -1.646 2.311 2.333
H: -0.051 2.778 1.755
H: -2.270 -2.425 0.855
H: -1.693 -2.539 -0.811
H: -0.550 -2.265 0.529
C: 1.932 0.600 -1.658
N: 1.838 -0.351 -0.550
H: 1.397 -1.216 -0.850
H: 2.761 -0.586 -0.194
H: 2.511 0.249 -2.522
H: 2.386 1.527 -1.304
H: 0.924 0.842 -2.004

Output
Kohn-Sham gap (alpha / beta) in eV: 7.15 / 6.37
Energy in a.u.: -344.21280
LUMO (alpha / beta) in Ha: 0.031 / 0.031

Entry 10:
C4H12N2O in the gas phase at a distorted geometry. Source: the OMol25 dataset; level of theory: ωB97M-V with the def2-TZVPD basis set.

Atoms and positions in Å:
C: 0.865 -1.324 -1.025
C: -0.056 -0.932 0.126
N: -1.301 -1.661 0.030
C: -0.231 0.718 0.327
C: 0.943 1.259 1.135
N: -0.348 1.430 -0.922
O: -1.428 0.850 1.044
H: 1.833 -0.834 -0.938
H: 0.420 -1.060 -1.985
H: 1.022 -2.400 -1.003
H: 0.407 -1.252 1.065
H: -1.900 -1.418 0.812
H: -1.795 -1.410 -0.821
H: 1.887 1.020 0.652
H: 0.856 2.342 1.206
H: 0.932 0.834 2.134
H: -0.903 0.607 -1.332
H: 0.539 1.479 -1.407
H: -1.741 1.751 0.902

Output
Structure (SMILES): C[C@H](N)[C@@](C)(N)O
Kohn-Sham gap in eV: 9.81
Energy in a.u.: -344.34367
LUMO in Ha: 0.034

Entry 11:
C4H12N2O in the gas phase at a distorted geometry. Source: the OMol25 dataset; level of theory: ωB97M-V with the def2-TZVPD basis set.

Atoms and positions in Å:
C: 1.713 0.216 -1.715
N: 0.962 1.133 -0.875
N: -0.381 0.599 -0.189
C: -0.654 1.513 0.925
C: -0.183 -0.761 0.204
C: -1.633 -1.291 0.778
O: 0.775 -0.970 1.211
H: 1.081 -0.241 -2.486
H: 2.508 0.762 -2.238
H: 2.200 -0.569 -1.128
H: 0.705 1.938 -1.451
H: -0.696 2.543 0.553
H: 0.100 1.453 1.716
H: -1.642 1.327 1.356
H: 0.000 -1.417 -0.651
H: -1.577 -2.382 0.818
H: -2.467 -0.992 0.141
H: -1.780 -0.941 1.803
H: 0.971 -1.919 1.226

Output
Structure (SMILES): CNN(C)[C@H](C)O
Kohn-Sham gap in eV: 8.96
Energy in a.u.: -344.27533
LUMO in Ha: 0.032

Entry 12:
C4H12N2O in the gas phase at a distorted geometry. Source: the OMol25 dataset; level of theory: ωB97M-V with the def2-TZVPD basis set.

Atoms and positions in Å:
N: 2.556 1.144 -0.645
C: 2.044 -0.256 -0.691
C: 1.102 -0.489 0.499
N: -0.040 0.408 0.464
C: -1.238 -0.104 -0.252
C: -2.486 0.188 0.593
O: -3.463 -0.824 0.208
H: 3.436 1.199 -1.139
H: 2.856 1.289 0.318
H: 2.870 -0.972 -0.732
H: 1.419 -0.299 -1.574
H: 0.774 -1.532 0.452
H: 1.652 -0.470 1.449
H: 0.274 1.221 -0.053
H: -1.303 0.506 -1.150
H: -1.164 -1.177 -0.425
H: -2.315 0.072 1.655
H: -2.899 1.080 0.120
H: -4.075 -0.985 0.902

Output
Structure (SMILES): NCCNCCO
Kohn-Sham gap in eV: 9.81
Energy in a.u.: -344.30613
LUMO in Ha: 0.039

Entry 13:
2 unconnected molecules or ions with the total composition C4H12N2O at a distorted geometry. Source: the OMol25 dataset; level of theory: ωB97M-V with the def2-TZVPD basis set.

Atoms and positions in Å:
C: 1.658 1.808 0.224
C: 1.038 -1.847 0.212
C: 0.172 1.471 0.110
C: -2.519 -1.038 -1.296
N: -0.047 0.084 0.475
N: 0.545 -0.749 -0.466
O: -2.710 -0.498 -0.199
H: 2.094 1.732 1.187
H: 2.128 1.068 -0.476
H: 1.599 2.849 -0.169
H: 1.861 -1.588 0.996
H: 0.377 -2.653 0.682
H: 1.706 -2.153 -0.612
H: -0.383 2.040 0.861
H: -0.310 1.914 -0.886
H: -2.769 -2.196 -1.431
H: -2.118 -0.586 -2.101
H: 0.315 -0.260 1.383
H: -1.162 -0.057 0.620

Output
Kohn-Sham gap in eV: 7.55
Energy in a.u.: -344.16259
LUMO in Ha: 0.022